Molecular formula: C2H5Cl3OSi
Method: DFT, ωB97M-V with the def2-TZVPD basis set

Output
HOMO in eV: -10.36
Multiplicity: 1
Frontier orbital gap in Ha: 0.3947
Maximum force in eV/Å: 3.78
Charge: 0

```
12
Properties=species:S:1:pos:R:3:forces:R:3:lowdin_charge:R:1
C -0.560 0.028 1.419 -3.4 -1.1 -1.1 -0.089
C -0.663 0.218 -0.117 2.1 1.9 1.5 -0.499
O -0.445 1.675 -0.339 0.4 -1.3 -0.6 -0.149
Si 0.693 -0.749 -1.067 0.0 1.8 -0.2 -0.557
Cl 0.516 -0.271 -3.032 0.0 0.2 -0.3 0.322
Cl 2.337 0.339 -0.344 0.1 -0.9 -0.2 0.336
Cl 0.840 -2.763 -1.144 0.1 -0.1 0.7 0.339
H -0.190 0.867 1.939 0.2 1.0 0.4 0.067
H 0.102 -0.744 1.485 2.0 -2.3 1.3 -0.001
H -1.550 -0.367 1.850 1.4 0.9 -0.5 0.114
H -1.597 -0.105 -0.471 -1.4 0.3 -0.7 0.083
H 0.517 1.871 -0.179 -1.4 -0.5 -0.2 0.033
```
Positions in Å, forces in eV/Å.